This record from the Open Molecules 2025 dataset describes a 21-piece molecular cluster, C68H131Cl12N13O16P4 overall at a distorted geometry. The level of theory is ωB97M-V with the def2-TZVPD basis set.

```
244
Properties=species:S:1:pos:R:3:forces:R:3
Cl -1.126 28.764 4.225 -0.077 0.245 -0.002
Cl -15.550 30.731 8.319 0.290 -0.172 -0.024
Cl -4.345 23.480 5.375 -0.303 0.340 0.013
Cl -0.814 28.859 7.116 -0.333 0.271 -0.357
Cl -8.793 24.372 -1.676 0.502 -0.189 -0.322
Cl -13.040 30.059 6.913 -0.507 -0.002 0.799
Cl -5.940 23.788 -2.442 -1.271 -0.260 -0.026
Cl -2.558 30.852 5.757 0.423 -0.578 -0.027
Cl -4.228 26.052 4.018 -0.336 -0.458 0.340
Cl -8.192 22.885 -4.136 0.105 0.165 0.272
Cl -13.334 29.521 9.826 -0.115 0.233 -0.450
Cl -5.649 25.830 6.582 0.224 -0.402 -0.529
P -7.131 33.090 9.291 0.205 -0.204 1.184
P -7.630 20.654 4.248 0.166 -0.434 0.508
P -7.426 27.839 3.305 0.128 -0.298 -0.949
P -1.890 30.706 0.177 -1.137 -0.358 0.166
O -7.747 19.855 2.867 -0.314 0.540 0.135
O -0.492 30.481 0.578 -0.693 -0.029 -0.025
O -7.563 31.693 9.990 0.109 0.360 -0.245
O -2.763 29.414 -0.252 0.703 0.348 0.089
O -2.070 31.723 -1.048 -0.295 -0.526 0.571
O -7.203 26.933 1.991 0.288 0.474 0.699
O -6.300 20.024 4.854 -0.373 -0.006 0.251
O -2.897 31.299 1.301 1.067 0.434 -0.322
O -8.724 20.056 5.246 0.357 -0.056 -0.377
O -7.636 22.112 4.125 -0.067 -0.124 -0.503
O -6.043 28.536 3.597 -0.701 -0.152 -0.094
O -7.951 27.079 4.457 0.047 0.302 -0.267
O -7.693 33.314 7.941 0.186 0.054 1.071
O -8.354 29.021 2.744 0.102 -0.260 0.568
O -5.537 33.072 9.386 -0.863 -0.065 -0.263
O -7.520 34.181 10.412 -0.025 -0.372 -0.728
N -4.581 35.102 3.537 2.060 1.015 -1.866
N -9.240 35.892 3.162 0.945 1.225 -1.006
N -5.069 29.233 8.169 2.704 0.363 0.784
N -13.545 24.456 -1.057 0.938 1.164 1.922
N -10.282 23.555 2.384 -0.088 0.243 0.684
N -7.537 26.708 -4.283 -0.763 -1.153 -1.910
N -5.848 31.352 -0.749 0.014 -1.809 -0.927
N -10.565 27.540 -1.042 0.003 2.132 -1.005
N -11.766 18.049 1.096 -0.317 -0.299 0.790
N -12.148 28.013 -4.500 0.026 0.034 -0.058
N -12.054 32.006 2.402 2.200 1.240 -1.010
N -12.575 27.346 4.541 0.970 0.969 -0.612
N -1.972 24.283 0.724 0.427 0.674 -0.177
C -5.704 23.132 1.238 0.214 0.062 -0.128
C -2.600 28.120 0.395 0.305 0.453 -0.049
C -7.159 27.260 -3.370 1.073 1.580 2.970
C -14.158 30.808 3.414 0.339 0.235 -0.203
C -10.401 34.506 6.154 0.413 -0.099 -0.069
C -10.302 23.926 3.477 0.392 -0.401 -0.164
C -9.457 24.971 7.144 -0.250 -0.242 -0.136
C -9.215 19.731 -0.712 -0.153 -0.044 0.277
C -6.389 34.128 5.148 0.320 0.219 0.013
C -6.860 32.693 4.875 0.064 -0.030 0.174
C -12.636 25.908 0.924 -0.121 0.370 0.215
C -9.292 20.896 0.268 0.170 0.256 -0.288
C -13.120 25.060 -0.150 -1.070 -1.353 -2.223
C -15.261 31.776 3.900 0.234 0.069 0.034
C -9.739 35.123 3.831 -1.270 -1.678 1.195
C -10.876 33.374 7.046 -0.063 -0.367 0.097
C -9.762 29.448 6.338 0.089 -0.018 -0.004
C -11.501 24.680 -5.303 0.113 0.464 0.013
C -6.728 27.988 -2.123 -0.497 -0.385 -0.347
C -11.698 26.964 -4.371 -0.172 0.274 0.147
C -8.867 31.384 10.549 0.411 0.435 -0.324
C -1.909 29.168 5.746 -0.195 0.128 0.316
C -13.321 26.670 5.070 -1.375 -0.993 1.024
C -7.682 23.238 -2.481 0.471 0.309 0.053
C -3.344 22.151 1.349 0.118 -0.492 -0.100
C -7.898 18.422 2.898 0.148 0.264 -0.140
C -5.899 32.383 -0.280 -0.137 1.937 0.951
C -13.609 27.065 1.226 -0.029 0.065 0.090
C -13.795 30.576 8.466 0.268 -0.029 -0.205
C -5.350 34.673 4.240 -2.547 -1.511 2.045
C -10.569 19.066 -1.006 -0.288 0.100 -0.079
C -7.705 34.779 -1.085 -0.139 0.090 0.008
C -10.444 34.126 4.672 0.003 0.291 -0.453
C -4.559 26.789 -2.012 0.246 -0.091 0.147
C -5.385 29.514 2.756 -0.280 -0.139 0.135
C -2.396 32.330 2.223 -0.060 -0.191 -0.847
C -11.245 18.510 0.191 0.706 0.597 -1.208
C -8.243 26.007 1.580 0.425 0.338 0.219
C -14.981 26.626 1.764 0.168 -0.093 -0.388
C -9.782 28.764 2.664 0.248 0.123 0.006
C -10.615 28.596 -1.543 0.332 -1.703 0.914
C -5.236 24.994 5.056 0.475 0.318 0.109
C -6.144 29.104 7.855 -4.054 -0.144 -1.482
C -5.790 27.178 -1.203 -0.266 0.071 -0.792
C -8.323 29.921 6.564 0.459 -0.074 0.325
C -14.285 25.741 5.698 0.095 -0.044 -0.166
C -10.385 24.434 4.861 -0.233 0.079 0.022
C -5.109 20.110 4.045 -0.272 -0.144 0.266
C -14.813 32.824 4.937 0.037 -0.392 -0.500
C -7.572 28.871 7.423 0.474 -0.277 0.050
C -12.960 31.492 2.834 -2.938 -1.621 1.536
C -1.662 31.403 -2.392 -0.116 -0.382 0.320
C -11.138 25.637 -4.164 0.088 -0.162 0.307
C -9.510 30.882 -1.723 -0.348 -0.172 0.185
C -7.048 34.191 11.792 -0.093 -0.283 -0.815
C -5.978 33.691 0.392 0.319 -0.035 -0.262
C -9.334 31.000 -0.204 0.022 0.017 -0.440
C -4.736 22.089 0.676 0.332 0.229 0.308
C -4.670 32.627 8.299 -0.470 0.137 0.235
C -14.080 26.485 8.164 -0.256 -0.284 -0.248
C -6.282 34.865 -0.555 -0.161 -0.336 -0.013
C -7.298 32.392 3.452 -0.273 0.040 -0.205
C -10.668 29.942 -2.150 0.247 -0.230 0.263
C -15.009 26.197 6.974 0.210 0.394 0.148
C -9.226 24.179 5.848 -0.108 0.204 -0.282
C -2.547 23.342 1.019 -0.892 -0.710 0.107
C -10.130 20.381 5.104 0.427 0.007 -0.177
C -10.834 25.178 -6.578 -0.070 -0.016 -0.138
H -13.384 27.294 7.959 0.102 -0.004 -0.156
H -6.153 24.749 4.530 0.044 0.045 0.033
H -7.682 32.545 5.575 -0.058 -0.027 -0.020
H -4.212 31.697 8.638 0.110 0.225 -0.331
H -7.281 17.992 3.690 -0.234 -0.031 0.045
H -10.675 29.791 -3.232 -0.175 0.075 0.060
H -10.685 19.490 5.393 0.051 0.062 -0.117
H -10.688 33.609 8.095 -0.100 0.058 -0.017
H -14.049 33.496 4.532 -0.086 -0.081 -0.042
H -8.769 20.026 -1.667 -0.094 -0.050 0.080
H -3.986 27.690 -2.260 0.075 -0.192 0.132
H -12.587 24.657 -5.417 0.066 -0.167 0.030
H -10.424 18.245 -1.710 -0.040 -0.076 0.067
H -7.866 33.895 -1.699 0.031 -0.128 -0.063
H -8.321 24.527 5.355 0.113 0.066 0.121
H -9.549 26.036 6.910 0.055 -0.080 0.123
H -11.095 26.232 -6.743 0.099 -0.258 -0.105
H -9.996 33.145 4.489 0.130 0.070 0.067
H -9.571 20.524 1.250 -0.119 0.199 0.092
H -7.925 34.243 12.437 0.048 0.170 -0.087
H -11.466 34.044 4.280 0.131 0.069 0.153
H -0.970 30.554 -2.394 0.054 0.293 -0.041
H -5.562 34.864 -1.385 -0.085 0.223 0.311
H -4.344 29.225 2.678 0.080 -0.147 -0.198
H -14.883 25.838 2.515 0.067 0.037 0.011
H -9.072 23.120 6.036 -0.118 -0.091 0.015
H -16.071 31.169 4.314 0.150 -0.036 0.052
H -13.392 31.555 8.688 -0.025 0.030 -0.040
H -1.882 31.833 3.033 -0.030 -0.021 0.298
H -15.635 27.073 6.762 0.164 -0.106 -0.031
H -10.197 29.884 5.427 0.116 -0.061 0.225
H -9.236 30.474 10.070 0.060 0.151 0.025
H -8.576 18.966 -0.267 0.184 -0.021 -0.159
H -4.396 20.719 4.602 0.042 -0.090 -0.255
H -6.790 33.614 1.122 0.286 0.100 0.077
H -14.652 26.776 9.044 -0.100 0.003 -0.033
H -10.394 29.744 7.176 0.062 -0.088 0.004
H -1.202 32.300 -2.803 0.038 -0.164 -0.016
H -10.357 20.665 4.070 -0.072 -0.048 0.189
H -10.305 32.459 6.834 -0.080 0.148 -0.004
H -7.565 27.948 6.821 0.096 0.134 0.213
H -8.959 18.209 3.025 0.116 -0.311 0.029
H -10.054 25.763 -4.109 0.060 -0.075 0.034
H -1.683 32.987 1.713 -0.176 -0.070 0.036
H -6.222 28.908 -2.416 -0.108 0.092 -0.059
H -7.242 34.811 5.116 0.097 0.016 -0.113
H -3.922 26.065 -1.487 -0.039 0.277 -0.050
H -9.355 34.703 6.424 -0.210 0.116 -0.017
H -10.471 25.522 4.753 -0.200 -0.046 0.097
H -9.749 25.101 -6.489 -0.008 0.091 -0.015
H -5.014 33.849 0.899 -0.403 -0.047 0.054
H -11.256 19.767 -1.504 0.137 -0.097 0.289
H -2.763 21.269 1.034 -0.085 0.308 0.190
H -14.389 32.330 5.810 -0.073 0.057 0.071
H -5.244 24.127 1.213 -0.018 -0.090 0.006
H -10.007 27.855 3.240 -0.289 0.436 -0.126
H -6.412 35.072 11.902 -0.097 -0.230 0.118
H -7.532 18.051 1.939 -0.192 0.052 0.078
H -13.727 24.826 5.907 0.022 -0.058 0.014
H -11.633 30.359 -1.839 0.133 0.045 -0.191
H -7.656 28.247 -1.600 0.152 0.080 -0.047
H -15.695 25.387 7.231 0.014 0.040 0.015
H -11.938 33.133 6.917 0.068 0.122 -0.048
H -13.730 27.657 0.307 -0.007 -0.081 0.251
H -11.680 26.318 0.596 0.024 -0.046 0.044
H -5.541 27.815 -0.349 -0.032 -0.115 -0.099
H -13.822 30.145 4.219 0.057 0.188 -0.115
H -9.213 26.344 1.942 -0.043 -0.212 -0.101
H -8.761 31.221 11.623 0.138 -0.053 -0.109
H -7.798 30.006 5.610 0.007 0.083 0.018
H -3.967 33.437 8.097 0.121 -0.230 0.282
H -13.515 25.590 8.432 0.083 0.034 -0.047
H -5.106 21.065 0.819 -0.072 0.216 0.003
H -6.507 33.273 12.020 0.135 0.096 -0.043
H -14.556 30.155 2.628 0.044 0.087 0.095
H -4.611 22.231 -0.396 -0.001 -0.001 -0.044
H -13.110 27.697 1.968 -0.044 -0.011 -0.081
H -4.735 19.089 3.905 0.016 0.266 0.026
H -10.066 28.665 1.611 0.077 -0.139 0.183
H -12.457 25.300 1.810 0.006 -0.073 0.074
H -7.925 33.198 3.049 0.081 -0.098 0.087
H -8.003 25.029 1.988 -0.138 -0.063 -0.071
H -8.829 31.944 0.016 0.090 -0.179 0.129
H -6.444 32.275 2.785 0.024 0.113 0.009
H -15.022 25.487 4.930 0.084 0.037 0.029
H -7.972 35.652 -1.678 0.084 0.054 -0.116
H -5.882 29.568 1.788 0.209 0.094 -0.105
H -2.773 28.527 5.862 -0.007 -0.047 0.066
H -1.885 28.173 1.217 -0.011 0.044 -0.074
H -6.327 26.303 -0.837 0.086 -0.056 0.068
H -10.378 21.197 5.782 0.051 0.026 -0.078
H -8.235 25.997 0.492 -0.045 -0.049 0.096
H -8.717 30.169 0.170 -0.336 0.276 0.124
H -5.427 30.476 3.260 -0.086 -0.020 -0.017
H -8.320 21.390 0.370 0.037 -0.212 0.130
H -15.602 26.230 0.955 0.074 -0.035 0.102
H -7.724 22.321 -1.915 0.083 -0.107 0.034
H -9.811 28.357 6.244 0.013 0.177 -0.123
H -8.143 28.653 8.331 0.056 0.054 -0.007
H -6.596 23.188 0.614 -0.148 -0.032 0.124
H -4.855 26.330 -2.957 -0.004 -0.008 0.050
H -10.359 24.653 7.692 0.063 0.054 -0.351
H -11.333 24.042 5.262 0.191 0.229 -0.001
H -10.971 35.427 6.301 0.055 -0.092 0.099
H -10.277 29.645 3.077 -0.068 -0.217 0.040
H -8.640 24.824 7.848 0.202 0.094 -0.123
H -6.002 34.175 6.172 -0.085 0.100 -0.196
H -9.972 21.694 -0.036 -0.225 -0.211 -0.025
H -3.451 22.108 2.439 0.042 0.025 -0.094
H -15.669 33.428 5.237 0.049 -0.001 0.089
H -9.749 31.864 -2.138 0.000 -0.069 -0.064
H -10.314 31.042 0.283 0.168 -0.143 0.159
H -8.329 30.906 7.051 0.169 -0.183 -0.134
H -15.690 32.257 3.022 0.029 0.196 -0.037
H -9.576 32.202 10.403 0.064 -0.044 -0.138
H -3.256 32.922 2.556 0.229 -0.296 -0.015
H -15.530 27.455 2.215 0.099 0.039 -0.027
H -6.088 31.985 5.198 0.040 0.030 -0.106
H -7.876 31.459 3.379 0.170 0.166 0.130
H -5.252 32.483 7.389 -0.049 -0.276 0.115
H -2.258 27.398 -0.337 0.175 0.047 -0.103
H -2.546 31.121 -2.971 0.085 0.143 0.111
H -11.139 23.688 -5.038 -0.111 -0.102 0.007
H -11.481 25.292 -3.185 -0.027 -0.050 -0.078
H -3.561 27.776 0.765 -0.190 0.208 0.074
H -6.201 35.776 0.043 0.291 -0.037 -0.200
H -8.572 30.563 -2.174 0.009 -0.045 -0.106
H -5.347 20.551 3.074 0.243 0.031 0.096
H -5.997 22.919 2.272 -0.030 -0.041 -0.150
H -8.408 34.749 -0.253 -0.089 -0.062 0.085
H -11.144 24.599 -7.447 -0.019 0.028 -0.049
```
Forces are in eV/Å.

For the LUMO energy, the calculation gives -0.1 eV. Its total charge is 0. The HOMO-LUMO gap is 10.1 eV.